Computed, not measured: 8 unconnected molecules or ions with the total composition C25H70N4O8 at a distorted geometry, with ωB97M-V/def2-TZVPD.

Its spin multiplicity is 1. As for the SMILES: COC[C@H](C)N.COC[C@H](C)N.COC[C@H](C)N.COC[C@H](C)N.CC(C)O.CC(C)O.CC(C)O.O. The value obtained for the orbital gap is 0.3220 Eh.

Geometry (Å):
C (15.385, 10.288, 12.176)
C (14.596, 9.363, 13.143)
C (13.564, 10.166, 13.890)
O (14.303, 11.118, 14.677)
C (13.454, 11.616, 15.704)
N (14.084, 8.327, 12.326)
H (16.089, 10.910, 12.729)
H (14.804, 10.921, 11.505)
H (16.041, 9.743, 11.497)
H (15.351, 8.914, 13.788)
H (12.954, 9.507, 14.508)
H (13.042, 10.748, 13.131)
H (13.936, 12.536, 16.035)
H (13.332, 11.084, 16.648)
H (12.502, 11.962, 15.302)
H (14.794, 8.039, 11.668)
H (13.355, 8.806, 11.817)
C (8.121, 9.440, 13.386)
C (6.987, 9.722, 14.293)
C (6.338, 11.154, 14.062)
O (7.269, 12.130, 14.469)
C (6.869, 13.459, 14.203)
N (5.968, 8.734, 14.178)
H (8.383, 8.382, 13.375)
H (8.919, 10.131, 13.659)
H (7.864, 9.626, 12.343)
H (7.246, 9.689, 15.352)
H (5.403, 11.289, 14.607)
H (6.152, 11.352, 13.006)
H (6.662, 13.633, 13.147)
H (7.615, 14.208, 14.470)
H (6.036, 13.654, 14.878)
H (6.355, 7.901, 14.597)
H (5.363, 8.980, 14.948)
C (11.530, 16.220, 14.514)
C (12.136, 16.759, 13.170)
C (11.049, 17.302, 12.180)
O (10.313, 18.395, 12.696)
C (9.515, 19.053, 11.690)
N (13.030, 17.938, 13.446)
H (12.241, 15.866, 15.260)
H (10.852, 15.395, 14.294)
H (10.901, 16.981, 14.975)
H (12.736, 16.025, 12.633)
H (10.313, 16.548, 11.900)
H (11.547, 17.663, 11.280)
H (10.072, 19.262, 10.776)
H (9.099, 19.999, 12.038)
H (8.660, 18.433, 11.422)
H (13.285, 18.381, 12.575)
H (12.514, 18.710, 13.843)
C (11.634, 7.585, 8.987)
C (12.449, 8.799, 9.489)
C (12.299, 10.037, 8.485)
O (10.942, 10.388, 8.205)
C (10.794, 11.599, 7.476)
N (11.886, 9.128, 10.770)
H (11.914, 6.666, 9.503)
H (11.931, 7.369, 7.961)
H (10.554, 7.726, 8.999)
H (13.499, 8.534, 9.618)
H (12.916, 9.787, 7.622)
H (12.744, 10.913, 8.958)
H (11.204, 11.526, 6.469)
H (11.183, 12.454, 8.030)
H (9.751, 11.790, 7.222)
H (10.884, 9.119, 10.643)
H (12.013, 10.115, 10.940)
O (9.939, 12.394, 15.073)
H (8.988, 12.330, 14.986)
H (10.082, 12.608, 15.995)
C (7.304, 14.861, 8.071)
C (8.571, 15.672, 7.737)
C (8.721, 16.235, 6.361)
O (8.632, 16.726, 8.649)
H (7.076, 14.056, 7.372)
H (6.375, 15.415, 8.208)
H (7.476, 14.240, 8.949)
H (9.486, 15.097, 7.874)
H (8.843, 15.425, 5.643)
H (9.567, 16.912, 6.239)
H (7.815, 16.693, 5.964)
H (8.006, 17.411, 8.402)
C (9.167, 13.703, 11.685)
C (10.403, 12.849, 11.454)
C (11.747, 13.590, 11.816)
O (10.385, 11.723, 12.313)
H (9.130, 14.148, 12.679)
H (8.231, 13.180, 11.494)
H (9.203, 14.539, 10.986)
H (10.361, 12.481, 10.429)
H (12.604, 12.966, 11.562)
H (11.741, 13.898, 12.862)
H (11.804, 14.543, 11.291)
H (10.386, 11.944, 13.247)
C (12.950, 14.674, 8.015)
C (14.000, 15.486, 7.178)
C (13.503, 16.575, 6.289)
O (14.986, 15.898, 8.091)
H (13.318, 13.730, 8.416)
H (12.044, 14.553, 7.420)
H (12.664, 15.243, 8.900)
H (14.476, 14.792, 6.486)
H (12.959, 17.329, 6.858)
H (12.828, 16.145, 5.549)
H (14.156, 17.067, 5.569)
H (15.254, 15.113, 8.574)



Computed, not measured: 7 unconnected molecules or ions with the total composition C25H70N8O7 at a distorted geometry, with ωB97M-V/def2-TZVPD.

Its spin multiplicity is 1. As for the SMILES: COC[C@H](C)N.COC[C@H](C)N.COC[C@H](C)N.COC[C@H](C)N.COC[C@H](C)N.COC[C@H](C)N.NC(N)=O. The value obtained for the orbital gap is 0.3383 Eh.

Geometry (Å):
C (0.941, -0.164, 4.383)
O (0.367, 0.547, 3.561)
N (0.332, -0.695, 5.478)
N (2.175, -0.690, 4.120)
H (0.802, -1.295, 6.125)
H (-0.542, -0.285, 5.755)
H (2.633, -0.500, 3.250)
H (2.514, -1.429, 4.704)
C (1.532, 5.590, 3.771)
C (1.658, 4.631, 2.610)
C (2.377, 3.364, 3.027)
O (3.644, 3.689, 3.566)
C (4.621, 2.687, 3.385)
N (0.349, 4.274, 2.058)
H (0.812, 6.392, 3.574)
H (2.453, 6.104, 4.034)
H (1.126, 5.067, 4.640)
H (2.149, 5.108, 1.750)
H (2.360, 2.653, 2.190)
H (1.766, 2.839, 3.772)
H (4.393, 1.726, 3.855)
H (5.464, 3.070, 3.972)
H (4.952, 2.631, 2.346)
H (0.367, 3.602, 1.301)
H (-0.128, 5.080, 1.674)
C (0.237, 0.093, -2.352)
C (-0.210, 0.681, -1.000)
C (0.575, 0.057, 0.151)
O (0.258, -1.328, 0.244)
C (-0.815, -1.566, 1.146)
N (0.040, 2.159, -0.982)
H (-0.482, 0.168, -3.168)
H (0.350, -0.984, -2.171)
H (1.242, 0.376, -2.670)
H (-1.276, 0.426, -0.959)
H (0.285, 0.663, 1.021)
H (1.657, 0.184, 0.081)
H (-1.194, -2.555, 0.882)
H (-1.649, -0.861, 1.152)
H (-0.482, -1.622, 2.187)
H (-0.285, 2.332, -0.029)
H (-0.748, 2.456, -1.552)
C (-2.932, 1.966, 1.940)
C (-3.608, 2.204, 0.609)
C (-4.989, 2.846, 0.777)
O (-5.870, 1.927, 1.432)
C (-6.337, 0.889, 0.624)
N (-2.742, 2.960, -0.316)
H (-2.823, 2.865, 2.554)
H (-1.944, 1.553, 1.731)
H (-3.530, 1.301, 2.561)
H (-3.779, 1.244, 0.113)
H (-5.391, 3.027, -0.226)
H (-4.929, 3.757, 1.370)
H (-5.632, 0.061, 0.505)
H (-6.808, 1.170, -0.325)
H (-7.184, 0.435, 1.154)
H (-3.314, 3.360, -1.058)
H (-2.450, 3.802, 0.186)
C (-4.965, -5.655, -0.710)
C (-3.738, -5.441, 0.176)
C (-2.566, -5.192, -0.753)
O (-1.348, -4.953, -0.030)
C (-0.660, -6.131, 0.344)
N (-3.872, -4.299, 1.094)
H (-4.731, -6.259, -1.585)
H (-5.387, -4.713, -1.068)
H (-5.805, -6.079, -0.154)
H (-3.457, -6.305, 0.794)
H (-2.732, -4.204, -1.194)
H (-2.467, -6.037, -1.433)
H (-0.883, -7.020, -0.255)
H (-0.801, -6.406, 1.392)
H (0.399, -5.934, 0.148)
H (-4.389, -4.485, 1.945)
H (-2.922, -4.131, 1.423)
C (-0.954, -4.755, -3.885)
C (0.148, -3.678, -3.772)
C (0.938, -3.877, -2.524)
O (2.028, -2.964, -2.465)
C (2.744, -3.117, -1.254)
N (1.047, -3.832, -4.957)
H (-1.189, -5.077, -4.897)
H (-1.877, -4.321, -3.494)
H (-0.672, -5.648, -3.326)
H (-0.288, -2.681, -3.858)
H (1.271, -4.910, -2.375)
H (0.318, -3.574, -1.668)
H (3.502, -2.353, -1.102)
H (3.264, -4.083, -1.308)
H (2.018, -3.137, -0.436)
H (0.767, -3.304, -5.773)
H (1.927, -3.408, -4.664)
C (3.757, 3.369, -0.418)
C (4.005, 3.664, -1.910)
C (2.855, 3.257, -2.780)
O (3.126, 3.446, -4.174)
C (3.925, 2.381, -4.672)
N (4.340, 5.091, -2.047)
H (3.876, 2.338, -0.098)
H (2.764, 3.790, -0.239)
H (4.450, 4.002, 0.139)
H (4.934, 3.197, -2.250)
H (1.924, 3.791, -2.577)
H (2.584, 2.226, -2.510)
H (3.453, 1.410, -4.521)
H (4.924, 2.405, -4.230)
H (4.097, 2.557, -5.734)
H (4.444, 5.330, -3.032)
H (3.519, 5.666, -1.839)



Number 1: LUMO energy 0.45 eV. Number 2: LUMO energy 0.40 eV.